Arrangement one

2 unconnected molecules or ions with the total composition C4H14N, computed with wB97M-V/def2-TZVPD.

Each line ends with the Löwdin charge.
CARTESIAN COORDINATES (ANGSTROEM)
C (-0.89941, 2.21831, 1.69261)  -0.1577
C (-1.09665, 0.69648, 1.87322)  -0.1670
H (-0.21710, 2.54762, 2.47972)  0.0698
H (-0.26455, 2.35972, 0.78792)  0.0582
H (-1.79446, 2.81162, 1.50479)  0.0695
H (-1.17048, 0.10207, 0.97794)  0.0048
H (-0.11328, 0.38890, 2.29545)  0.0703
H (-1.89298, 0.63718, 2.61371)  0.0729
C (0.42262, -0.67580, -0.92530)  -0.1843
C (0.83170, -0.28888, -2.32405)  -0.0640
N (0.58774, -2.15183, -0.56377)  0.1942
H (1.09372, -0.16850, -0.22318)  0.1336
H (-0.64465, -0.55449, -0.77978)  0.1093
H (1.73995, 0.34622, -2.37362)  0.0980
H (0.10188, 0.39803, -2.73580)  0.0908
H (1.22183, -2.59056, -1.23828)  0.1659
H (1.09810, -2.21982, 0.32060)  0.1693
H (-0.20848, -2.77028, -0.40721)  0.1767
H (1.20449, -1.08600, -2.97498)  0.0897

Properties
Charge: +1
HOMO-LUMO gap, Ha: 0.3970
HOMO energy, eV: -14.7
E_LUMO, Eh: -0.14402



Arrangement two

2 unconnected molecules or ions with the total composition C4H14N, computed with wB97M-V/def2-TZVPD.

Each line ends with the Löwdin charge.
CARTESIAN COORDINATES (ANGSTROEM)
C (-0.44503, 0.40991, 2.07725)  -0.1270
C (-1.54448, 1.56030, 2.05708)  -0.1384
H (0.46926, 0.95164, 2.23820)  0.0596
H (-0.72866, -0.38503, 2.73901)  0.0647
H (-0.55685, 0.05838, 1.04696)  -0.0083
H (-1.16335, 2.58696, 2.21073)  0.0662
H (-1.88591, 1.63021, 1.02626)  0.0423
H (-2.33855, 1.46419, 2.79486)  0.0631
C (1.00144, -0.90966, -0.91974)  -0.1628
C (-0.52247, -0.86737, -1.20226)  -0.0528
N (1.85334, -0.38379, -2.05746)  0.1906
H (1.38932, -0.59035, 0.04562)  0.1207
H (1.23267, -1.97618, -0.84349)  0.1239
H (-0.86748, -1.88898, -1.13590)  0.0886
H (-0.86490, -0.56428, -2.21900)  0.0986
H (1.29278, -0.20158, -2.90130)  0.1680
H (2.41997, 0.44187, -1.87752)  0.1769
H (2.31105, -1.20439, -2.46716)  0.1758
H (-1.05215, -0.13186, -0.61214)  0.0502

Properties
Charge: +1
HOMO-LUMO gap, Ha: 0.3870
HOMO energy, eV: -14.5
E_LUMO, Eh: -0.14524



What should be chosen as the least stable of them? Choose arrangement two.



Arrangement one

A molecular structure, C22H27CsN5O5S, computed with wB97M-V/def2-TZVPD.

Each line ends with the Löwdin charge.
CARTESIAN COORDINATES (ANGSTROEM)
Cs (-1.21912, -1.31662, 0.84887)  1.3364
O (3.38538, -3.92242, 4.70653)  0.0487
C (2.65046, -3.35237, 3.70118)  -0.2976
C (2.62914, -1.98087, 3.50216)  0.0398
C (1.85029, -1.48263, 2.47287)  -0.1927
N (1.12930, -2.26875, 1.66432)  -0.0337
C (1.15310, -3.59325, 1.87672)  -0.1845
C (1.91120, -4.18321, 2.87835)  0.0549
C (0.23684, -4.47311, 0.98251)  -0.6866
O (0.59622, -5.63451, 0.77549)  -0.0081
O (-0.78868, -3.85636, 0.59143)  -0.3195
C (1.69022, 0.04497, 2.25578)  -0.6556
O (2.66327, 0.77641, 2.45467)  -0.0077
O (0.51494, 0.32173, 1.89204)  -0.3290
H (3.83599, -3.21916, 5.18555)  0.0970
H (3.19973, -1.29824, 4.12138)  0.1205
H (1.90329, -5.25786, 2.98673)  0.1246
C (-3.16392, -1.53610, -2.58743)  -0.0561
C (-1.75346, -1.00425, -2.53534)  -0.2472
C (-1.52376, 0.37383, -2.42753)  -0.2051
C (-2.67933, 1.34159, -2.52180)  -0.0446
C (-0.22206, 0.86000, -2.26302)  -0.1856
C (0.01753, 2.34337, -2.18228)  -0.0625
C (0.84895, -0.03618, -2.16955)  -0.1805
C (2.25396, 0.48002, -1.98704)  -0.0345
C (0.61440, -1.41032, -2.25895)  -0.2015
C (1.72653, -2.39935, -2.02383)  -0.0349
C (-0.67237, -1.89076, -2.51474)  -0.2274
C (-0.88646, -3.37505, -2.69068)  -0.0355
H (-3.54687, -1.68778, -3.60263)  0.0897
H (-3.86060, -0.86390, -2.08820)  0.0704
H (-3.23941, -2.49930, -2.08238)  0.0771
H (-3.09126, 1.59911, -1.53905)  0.0875
H (-3.49459, 0.93479, -3.11781)  0.0693
H (-2.37826, 2.27830, -2.98871)  0.0695
H (0.17032, 2.78330, -3.17600)  0.0917
H (0.88655, 2.58508, -1.57835)  0.0583
H (-0.80827, 2.86302, -1.70784)  0.0565
H (2.99085, -0.20002, -2.41077)  0.0722
H (2.50685, 0.61208, -0.92893)  0.0964
H (2.39427, 1.44489, -2.47216)  0.0697
H (2.20185, -2.73201, -2.95402)  0.0913
H (1.36323, -3.29446, -1.51815)  0.0754
H (2.50835, -1.98738, -1.38893)  0.0740
H (-0.04405, -3.82582, -3.21646)  0.0800
H (-1.77831, -3.57997, -3.28023)  0.0725
H (-0.96169, -3.88175, -1.72327)  0.0749
C (0.25425, 5.82098, 1.72411)  -0.0121
C (-0.96767, 5.05091, 2.04900)  -0.3543
N (-2.04526, 5.53236, 2.59468)  0.0978
N (-2.87317, 4.45029, 2.67631)  0.0034
C (-2.33925, 3.30955, 2.19825)  -0.8269
S (-2.97403, 1.76540, 2.15117)  0.5284
N (-1.09730, 3.71281, 1.80618)  -0.0821
N (-0.17018, 2.95550, 1.05904)  0.1503
H (0.10685, 6.85755, 2.01612)  0.0798
H (0.48159, 5.77229, 0.65899)  0.0849
H (1.11392, 5.42483, 2.26923)  0.0864
H (-3.79184, 4.52173, 3.07464)  0.1403
H (-0.16324, 1.96704, 1.36565)  0.0399
H (0.74477, 3.26005, 1.39611)  0.0963

Properties
Charge: -1
HOMO-LUMO gap, Ha: 0.2828
HOMO energy, eV: -5.6
E_LUMO, Eh: 0.07705



Arrangement two

A molecular structure, C22H27CsN5O5S, computed with wB97M-V/def2-TZVPD.

Each line ends with the Löwdin charge.
CARTESIAN COORDINATES (ANGSTROEM)
Cs (-0.46878, 0.67166, 0.53551)  1.3274
O (2.82156, 5.77538, -1.84195)  0.0530
C (1.99272, 4.74566, -1.50222)  -0.2956
C (1.87598, 3.61480, -2.30378)  0.0473
C (1.03113, 2.60421, -1.88030)  -0.2028
N (0.33328, 2.68606, -0.75398)  -0.1050
C (0.45846, 3.75993, 0.02319)  -0.1966
C (1.27332, 4.82802, -0.31961)  0.0597
C (-0.30406, 3.69476, 1.36186)  -0.7162
O (-0.95527, 4.69139, 1.69100)  -0.0055
O (-0.16510, 2.59876, 1.96909)  -0.3961
C (0.90059, 1.29533, -2.64757)  -0.6582
O (0.89150, 1.34826, -3.88831)  -0.0143
O (0.83153, 0.25538, -1.93224)  -0.2166
H (3.23644, 5.55824, -2.68190)  0.0977
H (2.43384, 3.50610, -3.22678)  0.1210
H (1.35092, 5.69217, 0.32553)  0.1277
C (0.53021, -1.98388, 3.75699)  -0.0445
C (0.26196, -2.66131, 2.43172)  -0.2071
C (-1.04952, -2.98179, 2.06941)  -0.1977
C (-2.18947, -2.71029, 3.02348)  -0.0376
C (-1.31192, -3.59096, 0.83698)  -0.1893
C (-2.73823, -3.88874, 0.43703)  -0.0736
C (-0.25454, -3.89918, -0.02330)  -0.1851
C (-0.48412, -4.70810, -1.28127)  -0.0456
C (1.04823, -3.50536, 0.30456)  -0.1805
C (2.14806, -3.66713, -0.71964)  -0.0417
C (1.31523, -2.94268, 1.55556)  -0.1876
C (2.74502, -2.68644, 1.97798)  -0.0439
H (0.56694, -2.71123, 4.57427)  0.0914
H (-0.25089, -1.26090, 3.98758)  0.0789
H (1.47358, -1.44381, 3.74446)  0.0693
H (-2.62655, -1.72284, 2.84262)  0.0959
H (-1.85810, -2.74632, 4.05917)  0.0702
H (-2.98004, -3.44878, 2.90524)  0.0717
H (-3.08810, -4.83732, 0.85953)  0.0899
H (-2.84172, -3.93593, -0.64350)  0.0637
H (-3.40138, -3.09846, 0.77863)  0.0452
H (0.35672, -5.38072, -1.45112)  0.0761
H (-0.58922, -4.07583, -2.16665)  0.0658
H (-1.37871, -5.32061, -1.19344)  0.0713
H (2.61950, -4.65419, -0.67128)  0.0886
H (2.91913, -2.91254, -0.58121)  0.0754
H (1.74648, -3.53478, -1.72293)  0.0767
H (3.43048, -3.33768, 1.44011)  0.0686
H (2.87527, -2.88833, 3.04015)  0.0741
H (3.04462, -1.65124, 1.78942)  0.0955
C (-1.31008, -0.56733, -5.63495)  -0.0051
C (-2.17868, -0.21076, -4.49346)  -0.3340
N (-3.15271, 0.64594, -4.49805)  0.1121
N (-3.63063, 0.62070, -3.21687)  0.0184
C (-2.93214, -0.19157, -2.40392)  -0.8049
S (-3.21032, -0.55336, -0.79988)  0.5195
N (-2.01438, -0.74199, -3.23629)  -0.0845
N (-1.08983, -1.71207, -2.87640)  0.1281
H (-1.73750, -0.17515, -6.55426)  0.0799
H (-1.18158, -1.64826, -5.69328)  0.0789
H (-0.33389, -0.11093, -5.45253)  0.0701
H (-4.35648, 1.24716, -2.92666)  0.1428
H (-0.18031, -1.22552, -2.80767)  0.0800
H (-1.31806, -1.94726, -1.90991)  0.0375

Properties
Charge: -1
HOMO-LUMO gap, Ha: 0.2750
HOMO energy, eV: -5.4
E_LUMO, Eh: 0.07530



What should be chosen as the least stable of them? Choose arrangement two.



Arrangement one

A molecular structure, C2H2N2O4, computed with wB97M-V/def2-TZVPD.

Each line ends with the Löwdin charge.
CARTESIAN COORDINATES (ANGSTROEM)
C (-0.74025, -0.06875, -0.06848)  -0.2301
C (0.76589, -0.49249, -0.22579)  -0.4450
H (-0.28100, -1.91398, 1.08568)  0.0939
H (0.71642, 2.54099, -0.65792)  0.1941
N (-1.35608, -0.35503, 1.06448)  0.0728
N (0.44464, 1.66173, -1.40028)  0.1953
O (-1.01003, -1.54388, 1.67428)  -0.0257
O (-1.18023, 1.07977, -0.80942)  -0.0219
O (1.32650, 0.49037, -0.93602)  -0.0048
O (1.31415, -1.39873, 0.27346)  0.1715

Properties
HOMO-LUMO gap, Ha: 0.3105
HOMO energy, eV: -10.0
E_LUMO, Eh: -0.05768



Arrangement two

A single C2H2N2O4 molecule, computed with wB97M-V/def2-TZVPD.

Each line ends with the Löwdin charge.
CARTESIAN COORDINATES (ANGSTROEM)
C (0.59295, 0.25705, 0.87716)  -0.4491
C (0.41363, -0.56517, -0.28005)  -0.3704
H (1.93603, 1.06097, 1.78250)  0.1982
H (-1.91005, -1.10343, -0.51871)  0.1343
N (-0.21737, 1.10422, 1.05333)  0.1733
N (-0.49347, 0.27973, -1.02225)  0.0348
O (1.76438, 0.05818, 1.50416)  0.1071
O (-1.17770, 1.19443, -0.02183)  -0.0158
O (-1.57609, -0.66580, -1.36118)  -0.0132
O (0.85320, -1.56137, -0.75415)  0.2009

Properties
HOMO-LUMO gap, Ha: 0.3641
SMILES: O=c1c(O)non1O
HOMO energy, eV: -10.6
E_LUMO, Eh: -0.02369



What should be chosen as the least stable of them? Choose arrangement one.